# 1
Computed, not measured: C21H28Ge2NO5W as an isolated structure at a distorted geometry, with ωB97M-V with the def2-TZVPD basis set.

```
58
Properties=species:S:1:pos:R:3:forces:R:3:nbo_charge:R:1
W 1.438118 0.808713 -0.209682 1.16 0.98 0.76 1.66
O -1.445332 1.801179 -0.190986 0.02 0.06 0.05 -0.74
C -1.631729 3.025292 0.513828 -0.01 -0.05 -0.06 -0.09
C -0.578294 3.065063 1.588727 -0.03 -0.03 0.06 -0.24
N 0.813767 2.933141 1.070896 0.08 0.05 -0.11 -0.42
C 1.160591 3.959264 0.070696 -0.02 -0.06 0.02 -0.36
C 0.791494 3.453397 -1.314604 -0.11 0.14 -0.04 0.79
O 0.220754 4.036310 -2.163303 0.07 -0.04 -0.03 -0.44
O 1.240283 2.145510 -1.498915 -0.24 -0.31 0.08 -0.75
C 1.764014 2.869673 2.243449 -0.04 -0.01 -0.10 -0.30
C 2.329362 1.560064 1.803524 0.10 -0.21 0.09 0.76
O 1.612635 0.511028 1.946700 -0.38 0.13 -0.34 -0.62
O 3.147951 1.555627 0.824995 -0.23 -0.35 -0.09 -0.61
H -2.110733 1.704896 -0.883291 -0.04 -0.02 -0.07 0.52
H -1.564215 3.880290 -0.164247 0.00 -0.01 0.00 0.20
H -2.609090 3.057022 0.999544 0.00 0.01 0.00 0.22
H -0.658023 4.003846 2.144478 0.01 -0.01 0.01 0.23
H -0.733949 2.235747 2.279751 0.00 0.00 -0.01 0.23
H 0.661154 4.909758 0.257230 -0.01 0.00 0.00 0.26
H 2.240703 4.118932 0.073561 0.00 0.01 0.00 0.26
H 2.477461 3.687533 2.252264 0.01 -0.01 -0.01 0.26
H 1.220345 2.798689 3.179188 0.03 0.04 0.01 0.26
C -0.471889 -4.254823 1.082336 -0.01 0.03 0.03 -1.07
Ge -1.128203 -2.566690 1.808249 -0.06 0.17 0.01 1.31
C -0.224958 -2.023323 3.448103 -0.04 -0.05 -0.01 -1.07
C -3.066711 -2.470870 1.916810 0.04 0.01 0.04 -1.07
Ge -0.446241 -0.989167 -0.006107 -0.35 -0.70 -0.15 0.85
C -1.466425 -0.874136 -1.675727 -0.02 0.04 0.06 -0.49
C -2.328399 -1.955140 -1.872310 -0.03 0.00 0.07 -0.14
C -3.066115 -2.074606 -3.042028 0.00 0.00 -0.02 -0.20
C -2.954761 -1.111703 -4.032794 0.01 0.01 0.01 -0.17
C -2.099168 -0.032712 -3.854084 0.00 0.00 0.00 -0.18
C -1.360030 0.087369 -2.685368 0.03 0.00 -0.01 -0.26
C 1.372549 -1.479290 -0.637268 0.23 -0.01 -0.02 -0.41
C 1.815979 -0.808579 -1.820067 -0.01 0.17 0.02 -0.37
C 3.144032 -0.371649 -1.940398 -0.18 0.00 -0.07 -0.15
C 4.116899 -0.792393 -1.013396 0.00 -0.02 -0.04 -0.12
C 3.737397 -1.558009 0.068548 0.12 0.07 0.01 -0.14
C 2.373370 -1.779396 0.311899 -0.05 0.09 -0.12 -0.13
H -0.821944 -5.056892 1.734190 0.00 -0.01 0.00 0.26
H 0.616455 -4.291484 1.056788 0.00 0.00 -0.01 0.24
H -0.855462 -4.438471 0.079782 0.00 0.00 -0.01 0.25
H -0.084088 -2.903536 4.076317 -0.01 0.01 0.02 0.26
H -0.839761 -1.308747 3.993780 0.01 0.02 -0.01 0.25
H 0.746811 -1.571477 3.260702 0.01 -0.02 0.00 0.23
H -3.424385 -3.318354 2.502905 0.00 0.01 0.01 0.26
H -3.534232 -2.512461 0.934913 -0.01 -0.01 0.01 0.25
H -3.375333 -1.553778 2.416510 -0.01 0.00 -0.01 0.25
H -2.434087 -2.719516 -1.110214 -0.01 -0.01 -0.01 0.20
H -3.729922 -2.918257 -3.175284 0.00 0.00 0.00 0.24
H -3.531953 -1.199670 -4.943108 0.00 0.00 0.00 0.24
H -2.002802 0.718788 -4.626693 -0.01 0.00 0.00 0.24
H -0.695500 0.939272 -2.589481 -0.04 0.02 0.03 0.21
H 1.098716 -0.586811 -2.606524 0.03 -0.08 -0.03 0.29
H 3.432129 0.223986 -2.797976 0.01 0.01 0.01 0.27
H 5.145480 -0.482250 -1.140471 0.01 -0.06 -0.02 0.27
H 4.476883 -1.891435 0.784807 -0.02 -0.01 0.01 0.26
H 2.078374 -2.194792 1.268874 0.00 0.01 0.01 0.25
```
Forces are in eV/Å.

The calculation puts the HOMO energy (spin up / spin down) at -14.708 / -14.748 eV. The spin multiplicity is 2. The value obtained for the gap between HOMO and LUMO (spin up / spin down) is 6.73 / 6.77 eV. As for the expectation value of S²: 0.76. Its total charge is +2. Its electronic energy is -148799.742 eV.



# 2
Computed, not measured: a 12-piece molecular cluster, C54H113F4N9O16S4 overall at a distorted geometry, with ωB97M-V with the def2-TZVPD basis set.

```
200
Properties=species:S:1:pos:R:3:forces:R:3:mulliken_charge:R:1
C -2.338149 0.548191 -0.200291 0.19 -0.90 -0.69 -1.06
C -0.941649 -0.078691 0.150344 -2.26 0.87 2.06 -0.45
N -1.100247 -0.850892 1.450794 -0.56 0.64 2.82 0.25
C -1.288276 -2.236115 1.532306 0.25 1.00 2.91 -0.54
C -1.529907 -2.507361 2.880003 -0.20 0.07 0.29 -0.61
N -1.603948 -1.335199 3.684259 2.53 0.28 -7.32 0.32
C -1.274103 -0.331018 2.768193 -0.85 -2.21 -0.51 -0.46
C -1.618385 -1.191455 5.087321 -1.27 0.08 1.99 -0.82
H -2.727825 1.242106 0.544505 0.42 -0.05 0.16 0.36
H -3.109538 -0.205244 -0.359642 0.08 -0.23 0.15 0.28
H -2.276991 1.074177 -1.153024 0.21 0.17 0.01 0.36
H -0.375505 0.821015 0.391421 0.91 -0.61 -0.28 0.27
H -0.552160 -0.786563 -0.581309 0.14 0.42 0.07 0.38
H -1.015760 -2.934697 0.755054 -0.26 0.15 -0.07 0.56
H -1.590188 -3.457230 3.390426 -0.13 -0.16 -0.22 0.62
H -1.311028 0.681300 3.142667 0.36 0.31 -0.71 0.49
H -2.652862 -1.308046 5.410376 -0.07 0.04 0.16 0.36
H -1.310014 -0.185538 5.372175 0.23 -0.20 -0.08 0.30
H -1.077130 -1.970345 5.624426 0.36 0.11 -0.36 0.39
C -6.712333 -2.238629 2.028846 0.22 1.12 -1.09 -1.42
C -6.899886 -3.724769 1.868510 -0.53 -0.73 -1.02 -0.06
C -6.829018 -4.182720 0.353039 -0.95 0.57 1.11 -1.06
N -7.046327 -5.705729 0.034632 0.06 0.34 -0.15 0.32
C -8.269480 -6.425707 0.674188 0.88 2.18 1.07 -0.96
C -5.745515 -6.350925 0.481349 0.95 0.32 0.11 -0.76
C -5.242600 -7.284392 -0.614185 -1.91 -0.75 -0.46 -0.47
C -6.285204 -7.153022 -1.779605 -0.15 0.17 0.38 -0.65
C -7.110443 -5.880467 -1.490366 1.52 0.57 0.15 -0.72
H -6.677652 -1.844328 3.044440 -0.11 -0.56 0.09 0.39
H -7.513943 -1.711206 1.511797 -0.20 0.11 0.07 0.37
H -5.810947 -1.875703 1.535011 0.34 -0.10 0.03 0.25
H -7.946988 -3.881894 2.127347 0.20 -0.64 0.72 0.24
H -6.171217 -4.227363 2.504528 -0.36 -0.47 -0.02 0.40
H -5.878977 -3.852886 -0.067374 0.12 -0.68 -0.14 0.49
H -7.578624 -3.617731 -0.201011 -0.35 -0.19 0.03 0.52
H -9.111086 -5.740796 0.570744 -0.27 -0.48 -0.82 0.38
H -8.137487 -6.368615 1.754658 0.44 -0.43 0.03 0.43
H -8.397902 -7.464216 0.369064 0.17 0.40 -0.42 0.33
H -5.898779 -6.707631 1.499866 0.07 -0.54 -0.28 0.53
H -4.971230 -5.589231 0.572929 -0.40 0.29 0.14 0.26
H -5.362565 -8.313688 -0.276160 0.91 0.03 -0.01 0.23
H -4.258403 -7.037306 -1.012208 0.00 -0.21 0.63 0.40
H -6.921521 -8.037664 -1.804672 -0.04 0.08 -0.08 0.34
H -5.722639 -7.108804 -2.712154 -0.44 0.18 -0.13 0.39
H -8.100212 -5.733078 -1.922523 -0.26 -0.68 0.57 0.43
H -6.583557 -5.001640 -1.862045 0.35 -0.10 -0.10 0.40
C -5.273985 6.486286 -2.795920 -0.32 -1.61 -0.33 -1.47
C -4.577241 7.708245 -2.309405 -0.33 2.13 0.85 -0.32
C -3.094751 7.608395 -1.976704 0.09 0.86 -0.44 -0.75
N -2.292101 8.978411 -1.720272 -0.46 -0.04 -0.41 0.33
C -2.147696 9.713821 -3.130348 0.12 -0.76 1.30 -0.86
C -0.923764 8.634293 -1.100024 0.71 0.22 -1.61 -0.82
C -0.422787 9.839909 -0.269188 -2.18 -0.69 -0.22 -0.52
C -1.754401 10.224059 0.407940 -0.27 -0.78 -0.25 -0.73
C -2.878331 9.878225 -0.667536 -0.60 1.15 0.71 -0.60
H -5.053840 5.605823 -2.192245 0.32 0.06 0.35 0.36
H -5.089236 6.133672 -3.810627 0.06 0.50 -0.21 0.36
H -6.345973 6.598699 -2.633721 0.00 0.19 -0.37 0.38
H -5.139551 7.931643 -1.402771 0.40 0.12 0.50 0.25
H -4.803749 8.611884 -2.875299 0.12 -0.14 -0.73 0.44
H -2.532631 7.248983 -2.838639 0.00 -0.63 0.34 0.39
H -3.100130 6.953473 -1.105406 1.04 0.22 0.11 0.51
H -2.286075 8.937440 -3.882794 0.24 0.23 0.01 0.33
H -1.167503 10.187049 -3.188470 0.09 -0.36 0.14 0.39
H -2.857281 10.522719 -3.304324 -0.36 -0.39 0.54 0.31
H -0.305576 8.464678 -1.981598 0.29 -0.46 0.22 0.39
H -1.080973 7.701968 -0.557671 0.24 0.29 0.27 0.51
H -0.126158 10.683930 -0.891874 0.57 -0.31 -0.07 0.27
H 0.284878 9.532422 0.500727 0.27 0.17 -0.43 0.40
H -1.708447 11.235322 0.812093 -0.55 0.07 -0.44 0.39
H -1.841387 9.575972 1.280016 -0.45 -0.06 -0.05 0.37
H -3.294941 10.744472 -1.181479 0.42 0.25 0.11 0.36
H -3.787834 9.414815 -0.285237 0.39 -0.28 0.50 0.31
C 8.176190 -2.916759 7.594527 -0.41 -0.70 0.37 -1.31
C 7.001333 -3.588691 6.830560 0.72 -0.58 -0.49 -0.24
C 7.598975 -4.076953 5.452077 -2.00 -0.41 0.66 -0.74
N 6.499376 -4.606225 4.421217 1.67 -0.85 1.40 0.00
C 5.906838 -5.974161 4.911848 -0.65 1.88 -0.84 -1.01
C 7.189487 -4.800287 3.068650 -2.68 1.72 0.08 -0.51
C 5.926945 -4.670012 2.088516 0.92 -0.32 -0.47 -0.75
C 4.817240 -3.995524 2.886716 -1.73 -1.03 0.08 -0.71
C 5.367043 -3.637474 4.192945 2.37 0.87 1.39 -0.81
H 8.705621 -2.146497 7.033724 -0.14 -0.05 -0.15 0.34
H 8.871902 -3.708857 7.871411 0.32 0.01 -0.28 0.34
H 7.917214 -2.500515 8.568065 -0.49 0.14 -0.21 0.39
H 6.110768 -2.970084 6.719554 0.37 0.47 -0.34 0.34
H 6.604887 -4.434772 7.391873 0.31 -0.16 0.12 0.35
H 8.258118 -4.941100 5.535057 0.04 0.12 0.36 0.43
H 8.190213 -3.236007 5.089673 -0.43 -0.09 -0.87 0.36
H 5.348452 -6.388290 4.072326 0.14 -0.03 -0.07 0.48
H 5.145565 -5.608750 5.601072 0.31 -0.91 0.64 0.50
H 6.643683 -6.707807 5.238845 0.03 0.54 0.29 0.28
H 7.740313 -5.736999 3.153848 0.08 0.33 -0.61 0.44
H 7.735463 -3.863305 2.958719 0.77 -0.57 -0.14 0.35
H 5.709177 -5.637481 1.636103 -0.50 -0.03 0.44 0.31
H 6.000083 -4.017539 1.218432 1.25 -0.08 0.00 0.35
H 3.996448 -4.690114 3.065415 -0.29 0.14 -0.42 0.39
H 4.442922 -3.056645 2.478689 -0.16 -0.42 -0.53 0.42
H 4.747534 -3.546840 5.085187 -0.27 -0.45 -0.32 0.57
H 5.885134 -2.682081 4.109831 0.06 0.25 0.09 0.41
C -4.174569 -4.037949 -9.699657 -2.15 0.30 -0.31 -1.40
C -2.958588 -3.293095 -9.981806 2.69 1.39 1.58 -0.07
C -2.399242 -2.562465 -8.661528 0.52 -1.76 -1.05 -1.03
N -1.011487 -2.047632 -8.800841 2.08 2.02 -0.50 0.11
C 0.072464 -3.192226 -8.817320 -1.52 0.63 0.09 -0.77
C -0.742621 -1.068437 -7.579852 0.36 0.70 -1.01 -0.92
C 0.547194 -0.277039 -7.996164 -0.98 -1.65 0.21 -0.61
C 0.492516 -0.224801 -9.546252 0.31 -0.72 0.09 -0.49
C -0.725656 -1.112504 -10.066149 -0.06 0.33 2.17 -0.86
H -4.861106 -3.320991 -9.249389 -0.51 -0.55 0.43 0.35
H -4.028029 -4.952902 -9.125645 -0.08 0.27 0.14 0.37
H -4.610673 -4.281257 -10.668528 -0.20 -0.39 0.12 0.37
H -3.067583 -2.500929 -10.722535 -0.16 -0.30 -0.27 0.36
H -2.272790 -4.073224 -10.312233 0.79 0.59 -0.22 0.33
H -2.207239 -3.302884 -7.884994 -0.89 -0.13 0.23 0.50
H -2.999092 -1.748175 -8.255072 -0.30 -0.19 -0.41 0.41
H -0.512824 -4.103750 -8.696261 0.44 -0.06 0.25 0.43
H 0.760418 -3.016524 -7.990304 -0.08 -0.25 -0.18 0.36
H 0.560913 -3.230416 -9.791006 0.01 0.24 0.23 0.28
H -0.716159 -1.612797 -6.635888 0.38 -0.36 -0.27 0.56
H -1.584790 -0.383260 -7.482914 -0.23 -0.18 -0.48 0.46
H 1.349293 -0.906133 -7.610190 0.40 0.22 -0.40 0.34
H 0.725831 0.718756 -7.590486 -0.67 -0.19 0.31 0.37
H 1.472029 -0.606548 -9.834218 -0.27 -0.21 -0.68 0.24
H 0.501855 0.827618 -9.829860 -0.59 -0.25 -0.49 0.42
H -0.667952 -1.714329 -10.973115 0.74 -0.14 0.32 0.48
H -1.642178 -0.543191 -10.221005 0.08 0.34 0.37 0.41
C 4.974081 3.964681 -2.217630 -0.50 0.82 0.47 -1.30
C 5.829321 5.270488 -1.963212 -0.95 0.06 -1.42 -0.28
C 6.428328 5.685509 -3.334407 0.87 -0.92 0.65 -0.90
N 7.320245 6.921514 -3.397431 0.14 -1.72 -0.28 0.24
C 8.451543 6.822435 -2.390260 -0.22 1.39 0.18 -0.96
C 6.453601 8.219542 -3.272098 0.71 -1.44 1.34 -0.53
C 7.257773 9.325503 -3.865231 -0.79 -0.47 -1.02 -0.63
C 8.264616 8.537047 -4.750545 1.74 1.41 -0.51 -0.65
C 8.047405 7.026474 -4.789498 -2.44 1.73 0.35 -0.62
H 4.564454 3.516361 -1.312467 0.62 0.11 0.36 0.40
H 5.420889 3.161766 -2.803962 0.42 0.27 0.04 0.34
H 4.037046 4.241385 -2.700844 0.14 0.20 -0.50 0.35
H 6.552051 5.174264 -1.152957 -0.02 -0.10 -0.23 0.36
H 5.145103 6.097127 -1.771785 -0.19 -0.21 0.85 0.26
H 5.636988 5.831251 -4.069700 0.08 -0.05 0.02 0.37
H 7.057624 4.841343 -3.616322 0.13 0.15 -0.52 0.47
H 8.928242 7.801983 -2.426681 0.11 -0.09 0.21 0.43
H 9.219921 6.100725 -2.667427 -0.54 -0.26 -0.13 0.33
H 8.099391 6.684950 -1.367913 -0.18 -0.19 -0.29 0.34
H 6.233733 8.366677 -2.214695 -0.12 -0.27 -0.02 0.44
H 5.530116 8.047596 -3.825005 0.17 -0.30 0.05 0.40
H 7.661740 10.063218 -3.171917 0.45 -0.53 0.07 0.34
H 6.487000 9.876884 -4.403720 0.52 0.28 -0.61 0.32
H 9.230649 8.670096 -4.263532 0.20 0.26 -0.35 0.28
H 8.346110 8.987364 -5.739822 0.08 -0.20 0.00 0.47
H 8.913890 6.403785 -5.012203 0.12 0.07 1.10 0.39
H 7.349929 6.758512 -5.583104 -0.49 -0.02 0.30 0.36
N 1.360805 4.157880 5.630809 -0.46 2.54 -3.06 -0.21
S 2.687079 3.419538 5.343188 3.99 -5.70 1.84 1.05
O 3.945626 4.135660 5.505925 -1.73 -0.59 -0.57 -0.59
O 2.656477 2.300534 4.357429 -0.05 2.84 1.05 -0.60
F 2.605080 2.520882 6.707386 0.14 0.74 -0.52 -0.30
S 1.268550 4.997050 4.186782 -3.69 0.48 -0.79 1.03
O 0.498097 4.256576 3.179536 1.25 1.11 1.46 -0.56
O 2.391175 5.764134 3.744493 0.35 -0.54 0.05 -0.57
F 0.276396 6.179349 4.639428 0.24 -0.95 0.14 -0.25
N -4.556973 6.111944 6.219015 -2.80 4.45 -0.91 -0.24
S -5.311122 5.180069 5.237794 -0.78 -7.53 -1.86 1.03
O -5.061967 5.297247 3.798037 -0.59 0.39 1.74 -0.58
O -6.591232 4.575634 5.656961 1.77 1.97 -1.00 -0.59
F -4.335319 4.004058 5.644524 0.70 -1.24 -0.30 -0.28
S -5.584371 7.402957 5.796233 -0.86 4.17 -0.75 1.07
O -6.967881 7.369948 6.268331 2.42 -0.34 -0.12 -0.57
O -5.446248 7.999704 4.444887 0.14 -1.65 2.10 -0.59
F -4.841638 8.513419 6.633561 0.05 -0.17 0.77 -0.25
C -6.351474 -4.696623 8.219875 -0.24 -0.17 -0.11 -0.74
C -5.518244 -5.968239 7.834664 0.44 -2.05 1.58 0.50
O -4.783283 -5.949940 6.857433 0.67 2.33 -2.90 -0.67
O -5.540204 -7.018907 8.520082 -1.79 0.65 1.49 -0.73
H -5.734408 -3.827211 8.446738 0.36 -0.08 -0.24 0.21
H -7.036917 -4.778477 9.063410 0.14 -0.57 0.18 0.29
H -6.985331 -4.440889 7.370801 0.05 0.14 -0.29 0.15
C 2.506242 -6.568429 -4.127975 -0.42 -0.68 0.62 -0.73
C 1.521933 -5.458993 -3.752281 -0.26 -0.01 -1.60 0.51
O 0.319484 -5.675853 -3.962732 -1.38 -0.87 -0.05 -0.73
O 1.984850 -4.348572 -3.496320 1.40 1.83 0.93 -0.74
H 2.658297 -6.539395 -5.206926 0.27 0.21 -0.02 0.18
H 2.025257 -7.526310 -3.929900 0.12 -0.11 0.08 0.27
H 3.435980 -6.500330 -3.563141 0.08 0.07 -0.26 0.24
C 1.951608 -5.599051 9.967351 0.39 1.82 0.40 -0.76
C 1.033611 -6.517748 9.241072 -1.35 -3.28 -0.60 0.51
O 0.498621 -7.513069 9.796684 0.71 0.65 1.90 -0.75
O 0.876889 -6.364436 8.030309 0.59 1.95 -2.25 -0.69
H 1.390185 -4.961661 10.650461 -0.05 -0.54 0.85 0.24
H 2.301422 -4.806117 9.306308 0.41 -0.27 -0.57 0.23
H 2.813525 -6.089031 10.420247 -0.23 -0.07 0.31 0.22
C 0.695737 -8.692869 0.975308 -0.42 -0.14 0.35 -0.69
C 0.092743 -9.004608 2.352336 1.09 -0.56 3.79 0.54
O -1.074886 -8.703062 2.611385 -1.99 1.10 -1.86 -0.69
O 0.773483 -9.553518 3.281443 1.28 0.08 -2.02 -0.76
H 1.731734 -9.020601 0.889152 -0.22 -0.41 -0.17 0.25
H 0.669016 -7.637624 0.703544 -0.24 0.17 0.25 0.17
H -0.047391 -9.201506 0.361185 0.55 -0.13 -0.77 0.20
```
Forces are in eV/Å.

The calculation puts the HOMO energy at -2.763 eV. The value obtained for the gap between HOMO and LUMO is 0.31 eV. Its total charge is 0. Its electronic energy is -158185.005 eV.